{
  "formula": "C23H22BFNO5",
  "method": "the ωB97M-V functional and the def2-TZVPD basis",
  "species": ["F", "O", "O", "O", "O", "O", "N", "C", "C", "C", "C", "C", "C", "C", "C", "C", "C", "C", "C", "C", "C", "C", "C", "C", "C", "C", "C", "C", "C", "C", "B", "H", "H", "H", "H", "H", "H", "H", "H", "H", "H", "H", "H", "H", "H", "H", "H", "H", "H", "H", "H", "H", "H"],
  "xyz": [[1.148, 1.328, 5.124], [0.928, -3.045, -0.800], [-0.416, 2.907, -0.280], [-0.944, 0.814, 0.429], [-3.811, 0.172, -0.237], [-0.451, -1.590, 0.272], [-0.969, -0.282, -1.752], [2.037, 0.842, 0.363], [0.346, -1.984, -0.755], [1.847, 1.630, 1.545], [-5.032, -0.428, -0.385], [1.901, 3.214, 3.893], [4.096, -2.209, 1.217], [2.897, -0.297, 0.265], [-4.900, -1.788, -0.280], [4.556, -2.576, -0.056], [4.192, -1.815, -1.177], [-6.178, 0.408, -0.699], [-0.973, 1.207, -1.921], [1.406, 1.091, 2.776], [-1.764, -0.989, -2.786], [-0.760, 1.772, -0.533], [2.131, 3.021, 1.490], [3.409, -0.682, -1.015], [-3.522, -2.035, -0.021], [2.192, 3.786, 2.644], [3.306, -1.078, 1.384], [0.390, -0.887, -1.794], [1.476, 1.886, 3.912], [-2.868, -0.819, -0.042], [-1.322, -0.475, -0.160], [-1.942, 1.548, -2.318], [4.368, -2.811, 2.083], [1.138, -0.136, -1.546], [-6.384, 1.130, 0.097], [1.041, 0.070, 2.820], [-2.743, -0.507, -2.919], [1.985, 3.779, 4.814], [3.189, -0.061, -1.886], [1.950, 1.428, -0.555], [5.190, -3.452, -0.175], [-7.055, -0.235, -0.815], [-5.687, -2.523, -0.400], [2.324, 3.468, 0.513], [4.527, -2.101, -2.173], [-0.172, 1.541, -2.599], [-1.211, -0.930, -3.738], [2.994, -0.763, 2.379], [-1.890, -2.045, -2.511], [2.482, 4.834, 2.577], [-6.034, 0.961, -1.638], [0.655, -1.282, -2.779], [-3.073, -3.011, 0.148]],
  "forces_ev_per_angstrom": [[0.24, 0.59, -1.34], [-0.44, 1.47, -0.07], [-0.45, -1.36, -0.57], [0.59, 1.07, -1.73], [0.02, -0.26, -0.29], [0.41, 0.07, -1.40], [0.82, 0.46, -0.71], [2.91, 0.87, 0.53], [0.16, -1.18, 1.43], [-1.18, 0.16, 0.82], [0.99, -1.33, -0.02], [-0.02, -0.20, -0.77], [-0.07, 0.27, 0.07], [-0.47, -0.41, -0.13], [-0.11, 0.78, 0.09], [-0.51, 0.31, 0.08], [-0.01, 0.44, 0.06], [-0.87, 0.66, -0.17], [0.13, -0.22, -0.45], [0.61, 0.10, 0.28], [-0.50, 0.01, -0.46], [0.30, 0.51, 1.89], [-0.16, -0.29, -0.59], [-0.02, -0.22, -0.03], [0.67, 0.52, -0.12], [0.12, -0.16, 0.26], [-0.06, -0.18, 0.02], [0.12, 0.17, -0.59], [-0.22, -0.68, 0.76], [-0.41, -1.16, 0.37], [-1.60, -0.61, 0.89], [0.32, -0.22, 0.21], [-0.03, 0.23, -0.22], [-0.38, -0.25, 0.05], [0.00, -0.04, -0.13], [-0.01, 0.17, 0.18], [0.27, -0.29, 0.28], [-0.11, -0.08, -0.08], [0.00, -0.20, 0.20], [-0.24, -0.18, -0.03], [-0.15, 0.14, 0.03], [0.08, 0.17, 0.02], [0.10, 0.21, 0.15], [0.03, -0.04, 0.33], [0.00, 0.12, 0.31], [-0.35, -0.10, 0.19], [-0.29, 0.02, 0.36], [0.14, -0.24, -0.23], [-0.01, 0.41, 0.03], [-0.13, -0.31, 0.05], [-0.03, -0.07, 0.23], [-0.21, 0.06, 0.11], [0.02, 0.32, -0.09]],
  "lowdin_charge": [0.06, 0.14, 0.13, 0.19, 0.06, 0.19, -0.13, 0.12, -0.44, -0.20, -0.33, 0.06, -0.02, -0.18, -0.01, 0.01, -0.03, -0.02, 0.03, 0.07, 0.04, -0.43, 0.00, -0.01, -0.02, -0.02, 0.04, -0.02, -0.21, -0.12, -0.71, 0.16, 0.13, 0.09, 0.09, 0.14, 0.12, 0.14, 0.13, 0.14, 0.13, 0.09, 0.12, 0.13, 0.13, 0.16, 0.12, 0.12, 0.13, 0.13, 0.09, 0.16, 0.12],
  "homo_lumo_gap_ha": 0.159,
  "total_charge": 1,
  "e_above_lowest_kj_mol": 0.0,
  "homo_ev": -10.4,
  "total_energy_ev": -39324.329
}